[1]
Below is an isolated molecule of C4H9N3O2S, with properties calculated with ωB97M-V/def2-TZVPD.

```
19
Properties=species:S:1:pos:R:3:forces:R:3:mulliken_charge:R:1
C 2.1602 -0.1478 2.4766 -0.1 0.4 -0.1 0.4553
C 0.5608 -0.7373 0.7831 -3.7 0.6 2.0 -0.1479
C -1.0662 -0.7440 -1.1290 -0.8 -0.3 0.8 -0.8066
C 0.2759 1.2488 -0.7598 1.3 0.8 0.0 -1.0031
N 1.8707 -0.5697 1.2126 -0.3 0.8 -0.3 -0.1732
N -0.2507 -0.2781 2.3607 -1.1 1.3 -2.7 -0.5725
N 0.0693 -0.1347 -0.3863 -0.4 -1.3 0.5 0.0706
O 3.2099 -0.2410 3.0225 0.8 -0.2 0.4 -0.5199
O 0.8465 2.1662 2.5713 -0.1 -0.5 0.1 -0.5609
S 0.7344 0.8255 3.1993 -0.6 -0.3 -1.0 0.4188
H 0.1893 -1.7503 0.9342 0.2 -0.1 -0.9 0.4022
H -1.1761 -1.8749 -1.1401 0.7 1.3 0.5 0.2607
H -2.0130 -0.3464 -0.6566 0.6 -0.4 -0.9 0.3176
H -0.9992 -0.4641 -2.1990 -0.1 0.2 0.7 0.2661
H -0.5019 2.0570 -0.6550 -0.2 -1.5 -0.1 0.2948
H 1.0814 1.7032 -0.1678 0.1 -0.5 -0.1 0.3068
H 0.6215 1.1423 -1.7928 -0.2 0.9 -0.1 0.4022
H 2.4868 -1.1699 0.7342 1.4 -0.5 -0.3 0.2838
H -1.2164 0.1294 2.0159 2.5 -0.7 1.3 0.3052
```
Forces are in eV/Å.

As for the max |F|: 4.230 eV/A. The value obtained for the orbital gap is 9.15 eV. For the HOMO energy, the calculation gives -8.7 eV. The value obtained for the total energy is -23692.053 eV. The spin multiplicity is 1. The relative energy (zero: lowest compared OMol25 entry of this formula, charge and spin) comes out at 224.4 kJ/mol.



[2]
Below is an isolated molecule of C6H13N, with properties calculated with ωB97M-V/def2-TZVPD.

```
20
Properties=species:S:1:pos:R:3:forces:R:3:mulliken_charge:R:1
C -2.2265 -0.4837 -1.3540 -0.1 -0.4 -1.3 -1.1648
C -0.9628 -0.9929 -0.6510 -0.4 1.9 -0.2 -0.2025
N 0.6142 -1.1133 1.7966 0.5 -0.2 -0.5 -0.4783
C 0.8852 -0.1633 0.7748 -1.5 -0.5 0.0 0.5321
C -0.0770 0.1602 -0.1551 1.4 -0.5 2.5 0.4527
C -0.1117 1.6452 -0.4675 0.2 -0.6 -2.3 -1.4359
C 2.2238 0.4850 0.9391 -0.3 -0.2 0.4 -1.4999
H -2.5570 -1.1401 -2.1712 0.1 -0.3 0.3 0.3418
H -3.1316 -0.3137 -0.7683 0.4 0.2 0.4 0.2753
H -1.9740 0.4138 -1.9220 -0.2 0.2 0.3 0.2725
H -0.2845 -1.4632 -1.3591 -0.4 -0.5 -0.3 0.2231
H -1.1975 -1.7188 0.1139 -0.1 -0.1 0.3 0.2638
H 0.0178 -1.8995 1.6225 -0.1 0.0 -0.1 0.1399
H 1.3186 -1.3040 2.4850 0.3 -0.1 -0.2 0.2167
H -0.9166 1.9285 -1.1554 -0.1 -0.1 0.3 0.3685
H 0.7726 1.8054 -1.0842 0.2 0.7 0.0 0.2934
H -0.1069 2.3557 0.3547 0.0 -0.4 0.3 0.3019
H 2.9994 -0.2973 0.9432 -0.3 0.1 -0.1 0.3976
H 2.2624 0.9263 1.9324 0.3 0.6 0.0 0.3742
H 2.4520 1.1699 0.1255 0.0 0.2 0.3 0.3278
```
Forces are in eV/Å.

As for the max |F|: 2.872 eV/A. As for the SMILES: CC/C(C)=C(/C)N. The value obtained for the orbital gap is 7.92 eV. For the HOMO energy, the calculation gives -6.9 eV. The value obtained for the total energy is -7921.345 eV. The spin multiplicity is 1. The relative energy (zero: lowest compared OMol25 entry of this formula, charge and spin) comes out at 143.6 kJ/mol.